No. 1
# C24H46BBeBr3Cl6F12KN3NbO5

A molecular structure, C24H46BBeBr3Cl6F12KN3NbO5 in a non-equilibrium geometry (ωB97M-V with the def2-TZVPD basis set, OMol25).

Calculated values
E_HOMO: -8.8 eV
E_tot: -13859.82112 Ha
spin multiplicity: 1
total charge: +1
LUMO level: -0.286 Ha
HOMO-LUMO gap: 0.0374 Ha

Geometry as XYZ:
```
103
C24H46BBeBr3Cl6F12KN3NbO5 | OMol25 | ωB97M-V with the def2-TZVPD basis set
Nb 4.020 -1.611 -2.759
Br -2.505 7.840 5.838
Br -3.332 8.004 8.913
Br -1.850 5.406 7.863
K -6.237 -1.847 -0.846
Cl -6.240 -1.592 2.807
Cl -6.001 -0.207 5.321
Cl 4.393 2.774 -0.056
Cl -6.917 -2.938 5.263
Cl -8.611 -0.830 4.269
Cl 2.829 5.763 0.412
F -2.208 -0.703 1.079
F -3.487 -3.072 -2.346
F 6.346 6.093 2.287
F -4.391 -0.621 -1.666
F 7.732 6.859 0.631
F -2.975 -3.043 0.041
F -2.038 -1.548 -2.905
F -1.668 0.090 -0.873
F -0.876 -2.473 -0.166
F -4.091 0.879 -0.141
F 8.602 6.256 2.668
F 7.767 4.646 1.251
O -0.170 -3.220 -3.307
O 1.056 -4.183 -6.796
O 0.244 1.903 3.860
O 2.211 8.469 4.437
O 1.058 6.758 5.047
N 3.528 -4.223 0.370
N 1.425 7.590 4.220
N -7.356 -6.700 -4.684
C 3.941 -1.796 0.386
C -2.460 -0.795 -0.251
C -3.933 -0.432 -0.401
C -2.103 -2.240 -0.642
C -1.920 1.495 3.052
C -6.326 -6.228 -4.523
C -0.480 1.738 2.649
C 3.054 -2.938 0.864
C 2.103 -2.505 -3.501
C -2.058 7.292 7.685
C 3.085 4.474 1.625
C -1.203 -3.732 -2.547
C -2.037 2.323 4.335
C -5.028 -5.608 -4.320
C -6.955 -1.390 4.443
C 4.391 3.763 1.441
C 0.826 7.535 2.858
C 3.355 -0.938 -0.720
C 0.925 -2.640 -2.577
C -0.654 2.090 4.948
C -0.328 -4.273 -6.463
C -1.183 -4.023 -7.696
C -0.631 -5.628 -5.840
C -2.209 -2.629 -2.132
B 7.634 5.974 1.706
Be -0.482 8.977 6.037
H 1.783 -1.982 -4.400
H 2.002 -2.748 0.658
H 0.315 8.482 2.701
H -0.953 -3.050 -8.129
H -2.171 3.378 4.087
H -0.051 0.909 2.083
H 3.095 -4.512 -0.490
H -2.628 1.797 2.280
H 3.847 0.041 -0.669
H 3.560 0.022 -3.499
H -2.070 0.434 3.260
H 4.488 -3.270 -2.085
H -1.681 -5.704 -5.548
H 0.135 6.702 2.823
H 4.794 -1.945 -4.385
H -5.067 -4.545 -4.554
H 0.615 -1.653 -2.246
H 4.174 -1.116 1.204
H -0.649 1.185 5.566
H -4.497 -0.965 0.379
H -4.707 -5.716 -3.285
H 3.443 -4.943 1.063
H 1.253 -4.862 -7.448
H -0.413 -6.432 -6.546
H -0.381 2.650 2.050
H 2.287 -0.778 -0.618
H -0.980 -4.777 -8.461
H 5.754 -1.129 -2.390
H 2.386 -3.511 -3.823
H 3.069 4.950 2.605
H 3.145 -2.975 1.941
H 1.622 7.407 2.126
H -0.010 -5.790 -4.958
H 4.558 3.082 2.272
H -0.507 -3.488 -5.727
H -1.091 7.754 7.914
H -2.247 -4.056 -7.457
H -1.744 -4.435 -3.166
H -2.846 2.024 5.000
H 1.169 -3.279 -1.733
H -0.869 -4.287 -1.676
H -4.268 -6.061 -4.953
H 2.252 3.793 1.557
H 4.889 -2.220 0.067
H -0.302 2.924 5.556
H 5.224 4.465 1.393
```

=====

No. 2
# C24H46Cl3N2O4SiTi

A molecular structure, C24H46Cl3N2O4SiTi in a non-equilibrium geometry (ωB97M-V with the def2-TZVPD basis set, OMol25).

Calculated values
E_HOMO (spin up / spin down): -0.8 / -4.7 eV
E_tot: -3872.29149 Ha
spin multiplicity: 3
total charge: -1
LUMO level (spin up / spin down): 0.095 / 0.094 Ha
relative energy (zero: lowest compared OMol25 entry of this formula, charge and spin): 83.03 kJ/mol
HOMO-LUMO gap (spin up / spin down): 0.1237 / 0.2668 Ha

Geometry as XYZ:
```
81
C24H46Cl3N2O4SiTi | OMol25 | ωB97M-V with the def2-TZVPD basis set
Ti 0.809 0.009 -0.525
Cl 1.650 -0.060 -2.716
Cl 0.892 2.425 -1.075
Cl 1.927 0.646 1.447
Si 2.825 2.950 -1.986
O -0.642 -1.112 -1.409
O -0.727 0.868 0.303
O 2.185 -1.589 -0.424
O -0.065 -2.062 1.322
N 4.323 -2.350 -0.763
N -2.584 -0.050 -1.991
C -1.891 -1.116 -1.577
C -3.662 -1.597 2.067
C -1.937 1.180 -2.466
C -2.937 -0.584 1.429
C -4.568 3.360 0.210
C 5.741 -2.028 -0.748
C 0.258 -2.759 3.668
C -4.038 -0.073 -2.065
C -0.089 -4.032 -0.151
C 2.919 4.808 -1.806
C 2.696 2.569 -3.808
C -2.332 2.516 0.986
C -2.100 0.243 2.157
C -1.970 0.075 3.537
C -1.652 3.820 0.760
C 3.961 -3.565 -1.488
C 4.153 2.083 -1.022
C 0.888 -2.401 2.346
C -1.399 1.382 1.429
C -3.554 -1.761 3.446
C -2.721 -0.915 4.182
C -3.653 2.335 0.789
C 3.437 -1.485 -0.274
C -0.825 -3.202 0.875
H -2.638 -1.036 5.262
H 2.672 5.139 -0.788
H 3.942 5.136 -2.046
H 0.029 -3.469 -1.082
H -0.329 -3.679 3.607
H 1.537 -3.206 1.970
H 5.914 -1.204 -0.050
H 1.053 -2.914 4.402
H -1.118 -3.802 1.751
H -2.479 1.525 -3.355
H -0.386 -1.953 4.022
H 0.896 -4.347 0.211
H -4.775 4.184 0.905
H 2.236 5.293 -2.519
H -1.037 3.780 -0.146
H -3.043 -0.379 0.355
H -0.884 0.999 -2.710
H -2.019 1.958 -1.692
H 4.585 -4.382 -1.102
H -4.479 0.556 -1.276
H 4.783 1.468 -1.682
H -4.115 -2.555 3.950
H -4.359 0.321 -3.037
H -5.536 2.902 -0.021
H -4.296 -2.250 1.465
H -0.677 -4.931 -0.362
H -2.455 -2.052 -1.403
H 4.801 2.846 -0.559
H -4.176 3.794 -0.720
H -4.148 1.431 1.142
H -1.753 -2.795 0.455
H 6.091 -1.727 -1.747
H 6.313 -2.905 -0.423
H 3.857 -0.647 0.298
H -4.395 -1.102 -1.943
H -1.303 0.747 4.078
H 2.905 -3.807 -1.344
H -0.981 4.051 1.595
H 4.177 -3.451 -2.561
H -0.664 1.831 2.116
H 3.283 1.680 -4.075
H -2.372 4.637 0.661
H 1.654 2.416 -4.120
H 3.109 3.421 -4.367
H 3.751 1.453 -0.217
H 1.509 -1.504 2.442
```